The following is a quantum chemistry calculation of an isolated ion of composition C2H8N and charge +1 in a non-equilibrium geometry, from OMol25.

Properties
energy above the lowest of the compared OMol25 structures with the same formula, charge and spin	0.9933	eV
E_LUMO	-3.7750	eV
charge	+1
HOMO-LUMO gap	14.4	eV

```
11
Properties=species:S:1:pos:R:3:forces:R:3
C -0.3323 1.1446 -0.2870 -2.023 2.680 -2.424
N -0.4870 -0.2215 0.3439 0.507 1.370 -0.342
C 0.7590 -1.0529 0.1294 -0.215 -0.884 -0.659
H 0.6867 1.3220 -0.6694 -0.401 -0.282 0.698
H -1.0090 1.4112 -1.2273 1.156 -1.459 1.876
H -0.6872 1.9673 0.4142 0.891 -1.295 -0.500
H -1.2507 -0.8139 -0.0118 -0.025 0.759 0.102
H -0.7200 0.0930 1.2986 0.440 -1.284 -0.029
H 0.6599 -1.4493 -0.9004 -0.100 0.134 0.532
H 0.6615 -1.9038 0.8189 0.681 0.415 -0.145
H 1.7192 -0.4966 0.0908 -0.911 -0.154 0.892
```
Positions in Å, forces in eV/Å.

These are the Löwdin partial charges, in e, on atoms 1 to 6: -0.03 -0.04 0.00 0.10 0.15 0.12

=====

The following is a quantum chemistry calculation of a 2-piece molecular cluster, C3H7N3 overall in a non-equilibrium geometry, from OMol25.

Properties
energy above the lowest of the compared OMol25 structures with the same formula, charge and spin	2.2743	eV
E_LUMO	0.6759	eV
HOMO-LUMO gap	9.7	eV

```
13
Properties=species:S:1:pos:R:3:forces:R:3
N 1.4059 -0.1221 1.5684 0.124 -0.160 0.092
C 0.4953 -0.7017 0.5745 -0.101 -0.053 -0.102
C -0.5018 0.2542 -0.0426 0.228 0.249 0.279
N -0.3337 1.4643 0.4078 -0.046 -0.109 -0.063
C -1.7008 -0.5227 -2.7549 -0.223 -0.239 -1.000
N -1.9552 -0.7834 -3.8519 0.199 0.227 0.990
H 1.2485 -0.5143 2.4887 0.034 0.081 -0.094
H 2.3751 -0.2912 1.3295 -0.111 0.047 0.052
H -0.0815 -1.5438 0.9804 0.077 0.129 -0.059
H 1.0538 -1.1257 -0.2712 -0.075 0.041 0.115
H -1.4089 -0.2615 -1.7151 -0.096 -0.050 -0.209
H 0.4012 1.6622 1.0967 -0.097 -0.030 -0.077
H -0.9073 2.2263 0.0716 0.088 -0.133 0.073
```
Positions in Å, forces in eV/Å.

These are the Löwdin partial charges, in e, on atoms 1 to 6: -0.02 -0.29 -0.14 0.06 -0.13 0.01

=====

The following is a quantum chemistry calculation of C12H28BLuN2O2P2 as an isolated structure in a non-equilibrium geometry, from OMol25.

Properties
energy above the lowest of the compared OMol25 structures with the same formula, charge and spin	0.0000	eV
E_LUMO	-0.0172	eV
HOMO-LUMO gap	8.5	eV

```
48
Properties=species:S:1:pos:R:3:forces:R:3
C 2.9513 1.9659 -1.2711 0.405 -0.309 0.248
C 1.6773 1.4097 -1.1293 -0.495 0.046 0.138
N 1.2579 0.9359 0.0745 0.610 -0.626 0.051
C 2.1505 0.7930 1.0831 0.192 0.428 -0.043
C 3.4551 1.2582 0.9736 0.160 -0.334 0.060
C 3.8607 1.8543 -0.2178 -0.313 0.341 -0.406
C 0.8320 1.2184 -2.3364 -0.528 0.863 0.135
P -0.9726 0.9942 -2.2006 0.857 0.942 -0.395
Lu -0.9640 0.1476 0.3943 -0.333 -0.743 -0.697
P 0.3111 -1.0074 2.4597 0.780 0.303 0.689
C 1.7606 0.1727 2.4161 -0.236 -0.216 0.317
O 1.6619 -1.1115 -2.9656 -0.143 -0.725 -0.782
O 1.4771 -2.0002 -0.7645 0.855 -0.392 0.123
H 3.2100 2.3875 -2.2460 0.108 -0.127 0.458
H 4.1428 1.0993 1.8168 -0.312 0.191 -0.543
H 4.8784 2.2322 -0.3339 -0.301 -0.110 0.065
C -1.7530 2.6630 -2.3241 -0.188 -0.390 0.115
C -1.3872 0.2457 -3.8006 -0.330 -0.281 0.035
H 2.6060 -0.4149 2.8146 -0.127 0.421 -0.219
H 1.5447 0.9624 3.1590 0.078 -0.197 -0.388
H 1.1356 0.1038 -2.7521 0.229 0.491 0.359
H 1.0965 1.9486 -3.1100 -0.053 -0.095 0.037
C -0.3931 -0.6577 4.1132 -0.184 -0.067 -0.047
C 1.1171 -2.6098 2.7043 -0.051 -0.333 -0.216
H -0.9426 -2.6672 -0.8305 0.097 0.887 0.321
H 1.6517 -2.9608 -0.8526 -0.274 0.820 0.169
H 1.7168 -1.5760 -1.8642 -0.327 -0.261 0.615
H 2.5027 -0.8872 -3.3485 0.639 -0.099 -0.203
H -1.2562 1.7153 1.3332 0.046 0.627 0.437
H -0.3342 -2.1715 -0.7073 -0.722 -1.030 -0.320
H -1.6211 3.0626 -3.3455 -0.033 -0.075 0.512
H -2.8271 2.4905 -2.1177 0.441 0.467 -0.103
H -1.3096 3.3360 -1.5683 -0.353 -0.278 -0.354
H -1.4370 1.0067 -4.5851 0.065 -0.087 0.122
H -0.6426 -0.5118 -4.0606 -0.136 0.050 0.106
H -2.3699 -0.2239 -3.6915 0.129 0.007 -0.240
H 1.6644 -2.6268 3.6538 -0.108 0.023 -0.164
H 0.3458 -3.3899 2.7076 0.242 0.082 0.024
H 1.8016 -2.7867 1.8689 -0.153 -0.009 0.070
H 0.2724 -1.0405 4.9006 -0.221 0.154 -0.188
H -0.5332 0.4258 4.2314 -0.085 -0.354 -0.037
H -1.3711 -1.1613 4.1688 0.320 0.230 0.160
B -5.6559 -0.8458 1.3781 -1.082 -0.087 0.298
C -4.1815 -0.6384 1.0161 1.979 0.295 -0.486
N -3.0492 -0.4686 0.7415 -1.809 -0.456 0.362
H -6.3170 -0.0116 0.7671 0.293 -0.189 0.111
H -5.7779 -0.6803 2.5886 0.167 -0.029 -0.330
H -5.9863 -1.9792 1.0590 0.204 0.232 0.026
```
Positions in Å, forces in eV/Å.

These are the Löwdin partial charges, in e, on atoms 1 to 6: -0.02 -0.32 -0.02 -0.32 -0.04 -0.04

=====

The following is a quantum chemistry calculation of C29H29F4LaN4O2 as an isolated structure in a non-equilibrium geometry, from OMol25.

Properties
energy above the lowest of the compared OMol25 structures with the same formula, charge and spin	0.0000	eV
E_LUMO	-0.9720	eV
HOMO-LUMO gap	6.3	eV

```
69
Properties=species:S:1:pos:R:3:forces:R:3
La 0.0000 0.0000 0.0000 3.330 -2.158 -0.104
C 0.3995 -2.6882 -1.5326 0.532 -0.266 -0.061
C 1.5904 -1.7816 -1.8283 0.088 -0.581 -0.725
N 2.1619 -1.1448 -0.6413 0.374 -0.089 -0.463
C 2.6207 -2.0704 0.4013 0.138 -0.725 0.389
C 3.7161 -3.0520 -0.0082 0.074 0.001 -0.136
C 3.1599 -0.1393 -1.0267 0.056 0.614 -0.044
C 3.4332 0.8132 0.1368 -0.129 -0.291 -0.221
N 2.1597 1.0622 0.7989 0.758 0.137 -0.273
C 2.1929 1.8044 1.9236 0.126 -0.321 -0.625
C 0.9843 1.8079 2.6085 0.747 1.867 2.312
F 0.0197 1.0776 2.0440 -1.502 0.003 1.274
C 0.7803 2.5037 3.7964 0.251 -0.306 -0.631
F -0.4083 2.4691 4.4174 -0.014 -0.104 -0.148
C 1.8138 3.2412 4.3501 0.167 0.081 0.023
C 3.0370 3.2611 3.6905 -0.500 -0.575 -0.526
F 4.0429 3.9751 4.2211 -0.060 -0.163 -0.233
C 3.2321 2.5566 2.4950 -0.044 0.687 1.206
F 4.4441 2.6356 1.9201 0.194 0.004 -0.173
H -0.0664 -3.0075 -2.4710 0.022 0.162 0.156
H -0.3604 -2.1630 -0.9445 0.137 -0.772 -0.509
H 0.6977 -3.5918 -0.9926 -0.116 0.147 0.007
H 1.2224 -1.0024 -2.5083 0.312 0.169 0.195
H 2.3497 -2.3440 -2.3850 0.027 -0.016 -0.036
H 1.7633 -2.6432 0.7746 0.414 0.325 -0.425
H 2.9683 -1.5240 1.2849 -0.164 0.326 -0.332
H 3.3910 -3.7112 -0.8185 0.057 0.045 0.034
H 3.9769 -3.6885 0.8443 -0.068 0.120 -0.100
H 4.6276 -2.5355 -0.3223 -0.063 -0.091 -0.007
H 2.7615 0.4683 -1.8514 -0.202 -0.346 0.129
H 4.0911 -0.5843 -1.3959 -0.005 -0.127 0.058
H 3.8894 1.7244 -0.2707 0.017 -0.141 0.047
H 4.1749 0.3531 0.8033 -0.066 0.120 0.131
H 1.6732 3.7876 5.2721 -0.007 -0.028 -0.049
C -1.0003 2.1128 -0.5206 -2.227 4.195 1.956
O -2.0109 1.4426 0.2238 -0.732 0.117 1.332
C -2.9541 0.9014 -0.6065 -1.230 -0.024 -0.492
C -3.9333 1.7401 -1.1541 -0.005 -0.471 -0.174
C -4.9233 1.2100 -1.9794 0.275 -0.002 0.212
C -4.9329 -0.1545 -2.2559 0.501 -0.255 0.326
C -3.9625 -0.9873 -1.6892 -0.200 0.209 0.037
C -2.9716 -0.4810 -0.8266 -1.191 1.086 -0.978
N -1.9924 -1.3194 -0.2439 -2.484 -0.283 0.593
N -2.5416 -2.3369 0.2438 1.584 -2.266 -0.207
C -1.6110 -3.3227 0.6893 -0.764 0.706 0.296
C -0.4402 -2.9723 1.4323 -1.149 -0.067 -0.532
O -0.1191 -1.7774 1.7480 -0.082 0.566 -0.424
C 0.3737 -4.0532 1.8230 0.578 -2.551 0.476
C 0.0771 -5.3882 1.5371 1.269 2.358 0.928
C -1.0780 -5.7223 0.8357 -0.568 -0.598 -0.460
C -1.3847 -7.0682 0.5658 -0.950 -0.497 -0.610
C -2.5431 -7.4161 -0.1260 1.054 -0.294 0.582
C -3.4091 -6.4199 -0.5567 0.128 1.398 0.186
C -3.1101 -5.0802 -0.2942 -0.473 -0.481 -0.390
C -1.9419 -4.6913 0.4044 -0.665 0.001 0.171
H -1.3498 3.1100 -0.8111 0.215 -0.227 -0.116
H -0.6902 1.5503 -1.4085 -0.132 0.328 -1.157
H -0.1281 2.2391 0.1274 -0.088 1.022 0.083
H -3.9261 2.8000 -0.9208 0.102 -0.141 0.036
H -5.6861 1.8586 -2.3997 0.130 -0.067 0.065
H -5.6973 -0.5787 -2.9003 0.155 0.043 0.081
H -3.9761 -2.0517 -1.9078 0.072 0.151 0.109
H 1.2804 -3.8310 2.3858 -0.283 0.027 -0.035
H 0.7643 -6.1530 1.8852 -0.122 -0.028 -0.088
H -0.7148 -7.8556 0.9030 -0.008 0.196 -0.005
H -2.7672 -8.4596 -0.3227 0.056 0.099 0.031
H -4.3176 -6.6753 -1.0927 0.088 0.075 0.067
H -3.8062 -4.3169 -0.6351 0.176 -0.098 0.098
H 0.0739 1.1273 -1.9780 2.088 -1.932 -2.138
```
Positions in Å, forces in eV/Å.

These are the Löwdin partial charges, in e, on atoms 1 to 6: 2.04 -0.07 -0.28 -0.32 -0.24 -0.06

=====

The following is a quantum chemistry calculation of one molecule with the formula C6H12 in a non-equilibrium geometry, from OMol25.

Properties
energy above the lowest of the compared OMol25 structures with the same formula, charge and spin	2.0964	eV
E_LUMO	1.0543	eV
HOMO-LUMO gap	10.4	eV

```
18
Properties=species:S:1:pos:R:3:forces:R:3
C -1.8528 0.1631 -0.6099 -3.272 0.996 1.174
C -0.7073 -0.7500 -0.2635 -0.103 1.532 -0.236
C -0.1920 -0.8703 1.1709 1.478 -1.066 -1.087
C 0.5161 -0.0046 0.1602 0.673 0.018 -0.742
C 0.4037 1.5054 0.3683 1.675 0.179 0.455
C 1.7940 -0.3985 -0.6614 -1.426 2.287 -0.555
H -2.2175 0.6864 0.3872 0.865 -0.628 -2.072
H -2.8166 -0.3668 -0.8970 1.221 0.224 0.136
H -1.7299 0.9724 -1.4248 0.368 -1.346 1.358
H -0.4368 -1.4519 -1.0303 -0.276 -0.754 0.207
H 0.3521 -1.7665 1.5247 -0.719 0.411 -0.325
H -0.6792 -0.2955 1.9256 -0.506 0.044 0.396
H 0.3542 1.9514 -0.6560 -0.873 0.204 1.005
H 1.4342 1.8526 0.6833 -1.006 -0.272 0.093
H -0.3226 1.8102 1.2089 0.896 -0.233 -1.887
H 2.6148 -0.3406 0.0067 1.234 0.071 0.258
H 1.8008 -1.3242 -1.2163 -0.372 -0.563 0.346
H 1.8762 0.4021 -1.5005 0.146 -1.102 1.476
```
Positions in Å, forces in eV/Å.

These are the Löwdin partial charges, in e, on atoms 1 to 6: -0.11 -0.30 -0.04 -0.53 -0.08 -0.03

=====

The following is a quantum chemistry calculation of C25H26BBrF2MnN6O4SSi as an isolated structure in a non-equilibrium geometry, from OMol25.

Properties
energy above the lowest of the compared OMol25 structures with the same formula, charge and spin	0.0000	eV
E_LUMO (spin up / spin down)	1.5345 / 1.8208	eV
charge	-1
HOMO-LUMO gap (spin up / spin down)	4.4 / 6.5	eV
2S+1	5

```
68
Properties=species:S:1:pos:R:3:forces:R:3
Mn -1.1205 -1.2792 -0.0366 -0.053 1.500 -0.271
Br 5.4764 9.6378 3.6172 -0.033 -0.035 -0.022
C 4.5439 8.0695 3.0588 0.016 0.036 -0.018
C 3.3305 7.7473 3.6491 0.108 0.092 -0.029
C 2.6620 6.6063 3.2535 -0.006 -0.177 -0.116
C 3.1976 5.7574 2.2613 0.269 0.809 0.438
C 4.4164 6.1310 1.6681 -0.186 -0.090 0.058
C 5.0861 7.2724 2.0619 0.041 0.127 0.038
N 2.6163 4.5948 1.8305 0.031 -0.675 -0.782
N 1.5404 4.2762 2.4585 -0.209 0.473 0.825
C 0.8626 3.1665 2.1281 -0.131 -0.308 -0.323
C -0.2056 2.8263 2.9887 0.021 -0.014 -0.044
C -0.9769 1.6994 2.8155 -0.057 -0.201 -0.041
C -0.7519 0.8368 1.7359 0.584 0.561 -0.210
O -1.4742 -0.2670 1.5290 -0.376 -0.929 -0.364
C 0.2654 1.1622 0.8159 -0.327 -0.034 0.321
N 0.4066 0.2994 -0.2393 -0.390 -0.610 0.003
C 1.3313 0.5563 -1.1542 0.227 0.124 -0.262
C 2.1716 1.6569 -1.0809 -0.163 -0.203 -0.106
C 2.0579 2.5352 -0.0079 0.006 -0.065 0.034
C 1.0934 2.3106 0.9780 0.184 0.125 0.023
H 2.9149 8.3970 4.4086 -0.009 -0.032 0.016
H 1.7138 6.3394 3.6983 0.031 0.004 0.007
H 4.8237 5.4987 0.8893 0.004 -0.029 0.017
H 6.0224 7.5515 1.5970 0.010 -0.025 0.010
H -0.3940 3.4906 3.8218 0.033 0.017 0.001
H -1.7787 1.4633 3.5046 0.022 -0.011 0.020
H 1.4044 -0.1387 -1.9842 -0.035 -0.065 0.062
H 2.9032 1.8189 -1.8599 0.013 -0.007 0.006
H 2.7089 3.3888 0.0922 -0.052 -0.045 -0.015
N -3.9140 0.3084 -1.1379 -0.056 -0.122 0.016
N -2.4873 0.4037 -1.1278 0.104 -0.038 -0.009
H -4.3376 1.2183 -1.0140 -0.001 0.080 -0.016
H -4.1853 -0.2716 -0.3553 -0.013 0.001 0.057
H -2.1634 1.2301 -0.6335 0.023 -0.010 0.077
H -2.1760 0.4717 -2.0883 0.060 -0.017 -0.046
F -3.8413 -2.2802 0.4490 0.327 0.139 -0.214
B -2.5621 -2.4402 0.8720 -0.726 -0.444 0.703
F -2.5366 -3.2033 1.9686 0.333 0.176 -0.205
O -0.2575 -6.1855 -3.5968 -0.072 0.104 0.115
S -0.5821 -4.8901 -4.1273 -0.123 -0.216 -0.257
O -0.1161 -4.5876 -5.4530 -0.116 0.136 0.123
N -0.1505 -3.7091 -3.0736 -0.016 -0.025 0.059
C -1.1955 -3.1084 -2.5812 0.126 -0.194 -0.071
O -1.1488 -2.1531 -1.7415 0.062 0.262 0.168
C -2.5146 -3.5859 -3.1008 -0.240 0.044 0.055
C -3.7770 -3.1199 -2.7765 0.085 -0.031 0.013
C -4.8680 -3.7216 -3.3910 -0.070 0.012 -0.018
C -4.6953 -4.7557 -4.3051 0.064 0.007 0.004
C -3.4228 -5.2176 -4.6271 0.044 -0.113 -0.117
C -2.3513 -4.6130 -4.0096 0.379 0.168 0.171
H -3.9014 -2.3154 -2.0658 -0.016 0.060 -0.011
H -5.8682 -3.3786 -3.1591 0.008 0.001 0.008
H -5.5605 -5.2053 -4.7748 -0.006 -0.007 0.005
H -3.2773 -6.0190 -5.3395 -0.015 -0.001 0.008
C 0.0534 -4.6286 0.8883 -0.378 0.458 -0.119
Si 0.5240 -2.7824 0.7991 1.558 -1.058 0.467
C 1.9687 -2.7319 -0.4501 -0.478 0.205 0.084
C 1.3233 -2.2980 2.4628 -0.618 0.212 -0.258
H 0.8866 -5.2086 1.2898 0.106 0.087 -0.027
H -0.1661 -5.0001 -0.1166 0.031 -0.031 0.006
H -0.8199 -4.8077 1.5164 0.068 -0.020 -0.002
H 2.6312 -3.5769 -0.2462 -0.036 -0.042 0.066
H 2.5515 -1.8132 -0.3662 -0.028 0.004 0.034
H 1.6049 -2.8309 -1.4728 0.067 -0.030 -0.038
H 2.2485 -2.8630 2.5935 -0.012 -0.076 -0.092
H 0.6661 -2.5018 3.3105 0.004 0.007 -0.009
H 1.5704 -1.2337 2.4825 -0.003 -0.004 -0.007
```
Positions in Å, forces in eV/Å.

These are the Löwdin partial charges, in e, on atoms 1 to 6: 0.69 0.66 -0.71 -0.15 -0.04 -0.29